Computed, not measured: 3 unconnected molecules or ions with the total composition C27H65BN3O5, with wB97M-V/def2-TZVPD.

Each line ends with the Löwdin charge.
Cartesian coordinates (Å):
C1 0.353 4.367 1.188  -0.109
C2 1.822 3.965 1.018  -0.238
C3 2.198 3.463 -0.389  -0.205
C4 2.306 1.944 -0.550  -0.188
C5 0.974 1.189 -0.363  -0.194
C6 0.965 0.000 0.620  -0.193
C7 1.750 0.167 1.939  -0.182
C8 2.873 -0.866 2.177  -0.199
C9 2.428 -2.073 3.012  -0.193
C10 1.424 -2.966 2.270  -0.197
C11 -0.034 -2.696 2.622  -0.209
C12 -0.983 -3.754 2.042  -0.174
C13 -1.401 -3.396 0.603  -0.193
C14 -2.881 -3.061 0.447  -0.156
C15 -3.229 -1.749 1.174  -0.085
N1 -3.771 -0.700 0.229  0.069
C16 -2.630 0.140 -0.268  -0.175
O1 -3.172 1.069 -1.129  -0.127
C17 -2.186 1.867 -1.797  -0.031
B1 -4.927 0.187 0.798  -0.652
O2 -5.855 0.638 -0.084  0.230
O3 -4.842 0.393 2.105  0.117
C18 -5.490 1.529 2.740  -0.158
C19 -4.614 2.774 2.644  -0.033
H1 -0.018 4.881 0.298  0.063
H2 -0.286 3.494 1.352  0.049
H3 0.219 5.016 2.055  0.071
H4 2.088 3.231 1.782  0.090
H5 2.428 4.848 1.233  0.104
H6 1.459 3.835 -1.106  0.093
H7 3.155 3.901 -0.677  0.108
H8 3.087 1.550 0.105  0.108
H9 2.651 1.764 -1.572  0.110
H10 0.690 0.785 -1.341  0.095
H11 0.181 1.895 -0.099  0.076
H12 1.300 -0.897 0.091  0.104
H13 -0.088 -0.185 0.871  0.058
H14 2.176 1.168 1.992  0.079
H15 1.054 0.093 2.780  0.108
H16 3.728 -0.385 2.658  0.109
H17 3.231 -1.223 1.204  0.111
H18 1.975 -1.698 3.935  0.110
H19 3.306 -2.660 3.286  0.110
H20 1.615 -4.017 2.505  0.112
H21 1.555 -2.873 1.187  0.098
H22 -0.147 -2.619 3.706  0.119
H23 -0.321 -1.730 2.193  0.068
H24 -1.864 -3.815 2.689  0.112
H25 -0.507 -4.735 2.041  0.102
H26 -1.149 -4.211 -0.079  0.109
H27 -0.819 -2.531 0.262  0.098
H28 -3.504 -3.865 0.842  0.122
H29 -3.125 -2.985 -0.619  0.119
H30 -3.943 -1.891 1.979  0.135
H31 -2.328 -1.323 1.614  0.116
H32 -4.155 -1.175 -0.591  0.180
H33 -2.154 0.584 0.617  0.148
H34 -1.912 -0.530 -0.758  0.154
H35 -2.619 2.183 -2.742  0.103
H36 -1.281 1.286 -1.992  0.076
H37 -1.936 2.742 -1.194  0.097
H38 -6.716 0.197 -0.087  0.144
H39 -6.470 1.676 2.287  0.123
H40 -5.642 1.228 3.773  0.127
H41 -4.453 3.207 3.630  0.084
H42 -3.631 2.508 2.253  0.079
H43 -5.059 3.536 2.006  0.087
C20 2.434 -8.850 -0.375  -0.065
C21 1.184 -8.462 0.407  -0.435
C22 0.463 -7.229 -0.149  -0.208
O4 1.090 -5.992 0.143  -0.220
C23 2.140 -5.617 -0.730  -0.097
N2 1.530 -8.329 1.822  0.043
H44 3.266 -8.182 -0.152  0.066
H45 2.744 -9.857 -0.099  0.079
H46 2.254 -8.829 -1.451  0.080
H47 0.471 -9.289 0.326  0.137
H48 -0.524 -7.171 0.321  0.118
H49 0.308 -7.324 -1.232  0.121
H50 1.937 -5.941 -1.755  0.093
H51 3.102 -6.023 -0.414  0.080
H52 2.205 -4.529 -0.710  0.077
H53 0.691 -8.198 2.378  0.070
H54 2.071 -7.478 1.945  0.068
C24 1.436 8.117 -4.823  -0.065
C25 0.660 7.014 -4.114  -0.436
C26 1.389 6.420 -2.903  -0.216
O5 2.446 5.537 -3.221  -0.204
C27 3.691 6.150 -3.498  -0.099
N3 0.271 5.998 -5.094  0.040
H55 2.246 7.707 -5.427  0.067
H56 0.776 8.663 -5.495  0.078
H57 1.863 8.825 -4.111  0.080
H58 -0.263 7.456 -3.723  0.135
H59 0.670 5.820 -2.336  0.105
H60 1.750 7.216 -2.238  0.123
H61 3.838 7.043 -2.882  0.093
H62 3.789 6.426 -4.551  0.077
H63 4.469 5.426 -3.260  0.087
H64 -0.347 5.320 -4.660  0.064
H65 1.100 5.473 -5.356  0.071

Cartesian forces, eV/Å:
C 0.0 -0.3 0.1
C 0.0 0.3 -0.1
C -0.1 -0.2 0.2
C -0.1 0.0 -0.3
C 0.2 -0.1 0.0
C -0.1 0.1 0.0
C 0.0 -0.1 0.1
C -0.1 0.0 -0.1
C 0.0 0.3 -0.5
C -0.1 -0.3 0.3
C 0.0 -0.1 -0.1
C -0.1 0.4 0.0
C 0.1 -0.4 -0.2
C 0.0 0.2 0.0
C 0.0 -0.2 0.0
N -0.1 -0.1 0.0
C 0.0 0.1 0.0
O 0.0 -0.1 -0.1
C 0.0 0.0 -0.1
B -0.1 0.1 0.0
O -0.1 -0.5 -0.1
O 0.4 0.3 0.0
C -0.2 -0.1 0.2
C 0.0 0.0 0.1
H 0.0 0.1 0.1
H 0.0 0.0 -0.1
H 0.0 0.0 -0.1
H 0.0 0.0 0.0
H 0.0 0.0 0.0
H 0.1 0.0 -0.1
H 0.0 0.0 -0.1
H -0.1 0.0 0.0
H 0.1 -0.1 0.1
H -0.1 0.1 0.1
H 0.1 0.0 0.1
H 0.1 0.0 0.1
H 0.1 -0.1 -0.1
H 0.0 0.0 -0.1
H 0.0 0.1 0.0
H -0.1 0.0 0.1
H 0.1 0.0 0.1
H 0.1 -0.1 0.1
H 0.0 0.0 0.0
H 0.1 0.0 0.0
H 0.1 -0.1 0.0
H 0.0 -0.1 0.0
H 0.0 0.1 0.3
H -0.1 -0.1 -0.1
H 0.0 0.0 0.1
H 0.0 0.0 0.0
H 0.0 -0.1 0.0
H 0.0 0.0 0.0
H 0.0 0.1 0.0
H -0.1 0.1 -0.1
H -0.1 0.0 0.1
H 0.1 0.1 0.0
H -0.1 0.0 0.0
H 0.0 0.0 0.0
H -0.1 0.0 0.1
H -0.1 0.1 0.0
H 0.0 -0.1 0.0
H 0.1 0.4 0.0
H 0.1 0.0 0.0
H 0.0 -0.1 0.0
H 0.0 0.0 0.0
H 0.0 0.0 0.0
H 0.1 0.0 -0.1
C 0.0 0.0 0.0
C 0.1 0.0 0.0
C -0.1 0.0 0.0
O 0.0 0.1 0.0
C 0.0 0.0 0.0
N -0.1 0.1 0.0
H 0.0 0.0 0.0
H 0.0 0.0 0.0
H 0.0 0.0 0.0
H 0.0 0.0 0.0
H 0.0 0.0 0.0
H 0.0 0.0 0.0
H 0.0 0.0 0.0
H 0.0 0.0 0.0
H 0.0 0.0 0.0
H 0.0 -0.1 0.0
H 0.1 0.0 0.0
C 0.0 0.0 0.0
C 0.0 0.0 -0.1
C -0.1 0.0 0.1
O 0.0 0.0 0.0
C 0.0 -0.1 0.0
N 0.0 -0.1 0.1
H 0.0 0.0 0.0
H 0.0 0.0 0.0
H 0.0 0.0 0.0
H 0.0 0.0 0.0
H 0.0 0.0 0.0
H 0.0 0.0 0.0
H 0.0 0.0 0.0
H 0.0 0.0 0.0
H 0.0 0.0 0.0
H -0.1 0.0 0.0
H 0.0 0.0 -0.1

Properties
**Charge**: +1



Computed, not measured: a single C4H7NO molecule in a non-equilibrium geometry, with wB97M-V/def2-TZVPD.

Each line ends with the Löwdin charge.
Cartesian coordinates (Å):
C1 1.485 0.824 0.215  -0.057
N1 0.089 -0.309 -0.932  -0.019
C2 0.048 1.056 -0.535  -0.207
C3 -0.441 -1.245 -0.257  -0.157
C4 -1.685 -1.189 0.540  -0.248
O1 -2.182 -2.184 1.018  0.045
H1 2.196 1.456 -0.309  0.060
H2 1.932 -0.194 0.149  0.083
H3 1.382 1.035 1.271  0.064
H4 -0.907 1.406 -0.056  0.108
H5 0.260 1.780 -1.330  0.097
H6 0.036 -2.219 -0.341  0.119
H7 -2.212 -0.215 0.567  0.112

Cartesian forces, eV/Å:
C -0.2 1.0 0.3
N -0.6 -1.0 -0.9
C 1.0 -0.4 0.3
C -0.1 -0.2 -0.5
C -0.2 -0.1 0.2
O 0.2 0.4 -0.1
H 0.1 0.4 0.5
H -0.9 0.8 -0.2
H 0.2 0.4 0.3
H 1.3 -0.3 0.5
H -0.2 -0.6 -0.2
H -0.5 -0.3 -0.3
H 0.0 -0.1 0.1

Properties
**SMILES**: CC/N=C\C=O
**ΔE to the lowest compared entry with this formula, charge and spin**: 75.1 kcal per mole



Computed, not measured: 5 unconnected molecules or ions with the total composition C30H75N5 in a non-equilibrium geometry, with wB97M-V/def2-TZVPD.

Each line ends with the Löwdin charge.
Cartesian coordinates (Å):
C1 10.595 -0.828 -12.250  -0.088
C2 10.560 -0.622 -10.746  -0.297
N1 11.348 -1.566 -10.021  -0.208
C3 12.779 -1.417 -10.273  -0.260
C4 13.731 -2.583 -9.751  -0.072
C5 11.125 -1.477 -8.541  -0.209
C6 11.567 -0.107 -7.966  -0.080
H1 10.940 -1.859 -12.336  0.072
H2 11.272 -0.230 -12.860  0.071
H3 9.600 -0.774 -12.692  0.068
H4 10.904 0.385 -10.508  0.101
H5 9.517 -0.701 -10.437  0.119
H6 12.893 -1.468 -11.356  0.095
H7 13.268 -0.483 -9.997  0.101
H8 13.239 -3.523 -9.999  0.070
H9 14.744 -2.451 -10.132  0.065
H10 13.854 -2.613 -8.668  0.051
H11 11.564 -2.339 -8.039  0.103
H12 10.059 -1.699 -8.597  0.105
H13 11.121 0.736 -8.493  0.063
H14 12.644 0.064 -7.943  0.063
H15 11.359 -0.099 -6.896  0.067
C7 6.068 2.066 -3.261  -0.111
C8 5.341 3.204 -3.909  -0.282
N2 5.359 4.461 -3.120  -0.183
C9 5.073 5.559 -4.025  -0.247
C10 6.321 6.036 -4.905  -0.065
C11 4.510 4.351 -1.873  -0.216
C12 4.789 5.573 -1.030  -0.117
H16 5.910 1.796 -2.217  0.066
H17 7.126 2.328 -3.298  0.069
H18 6.113 1.169 -3.879  0.072
H19 5.721 3.249 -4.929  0.114
H20 4.323 2.852 -4.076  0.105
H21 4.213 5.364 -4.666  0.103
H22 4.763 6.422 -3.436  0.085
H23 6.181 6.124 -5.983  0.057
H24 6.710 6.988 -4.545  0.056
H25 7.157 5.338 -4.869  0.056
H26 4.937 3.623 -1.183  0.110
H27 3.465 4.346 -2.184  0.120
H28 4.498 6.516 -1.494  0.056
H29 5.823 5.682 -0.702  0.081
H30 4.132 5.465 -0.167  0.073
C13 10.160 10.042 -0.704  -0.094
C14 10.964 9.341 0.362  -0.255
N3 11.625 8.150 -0.237  -0.223
C15 12.828 7.788 0.476  -0.248
C16 12.571 7.208 1.886  -0.083
C17 10.708 7.091 -0.623  -0.245
C18 11.378 6.278 -1.784  -0.065
H31 10.817 10.567 -1.397  0.076
H32 9.593 10.741 -0.089  0.073
H33 9.529 9.460 -1.376  0.063
H34 11.701 10.034 0.766  0.113
H35 10.421 9.033 1.255  0.108
H36 13.417 7.074 -0.100  0.100
H37 13.378 8.729 0.488  0.110
H38 12.214 7.918 2.632  0.062
H39 11.833 6.410 1.963  0.061
H40 13.540 6.839 2.223  0.066
H41 9.748 7.512 -0.920  0.092
H42 10.365 6.524 0.242  0.099
H43 12.195 5.716 -1.330  0.059
H44 11.638 6.893 -2.646  0.072
H45 10.669 5.604 -2.264  0.059
C19 4.657 20.636 -6.033  -0.097
C20 4.101 19.513 -5.212  -0.282
N4 5.066 18.801 -4.350  -0.154
C21 4.350 18.138 -3.287  -0.290
C22 4.106 18.965 -1.991  -0.070
C23 5.726 17.723 -5.126  -0.273
C24 7.088 17.167 -4.720  -0.091
H46 5.082 21.446 -5.441  0.074
H47 3.929 21.223 -6.593  0.072
H48 5.367 20.218 -6.747  0.067
H49 3.249 19.878 -4.639  0.113
H50 3.680 18.820 -5.941  0.112
H51 4.716 17.153 -2.997  0.110
H52 3.397 17.894 -3.755  0.103
H53 3.397 18.468 -1.329  0.069
H54 3.698 19.926 -2.303  0.058
H55 5.073 19.188 -1.540  0.068
H56 5.178 16.803 -5.332  0.112
H57 5.766 18.131 -6.136  0.096
H58 7.821 17.880 -4.343  0.069
H59 7.008 16.500 -3.862  0.061
H60 7.567 16.630 -5.538  0.072
C25 14.288 0.762 3.691  -0.105
C26 13.524 -0.186 2.863  -0.283
N5 14.337 -0.949 1.897  -0.177
C27 14.750 -0.091 0.828  -0.268
C28 15.676 -0.857 -0.180  -0.078
C29 13.576 -2.026 1.259  -0.261
C30 12.132 -1.758 0.729  -0.078
H61 14.776 1.505 3.061  0.065
H62 15.038 0.290 4.326  0.082
H63 13.642 1.236 4.430  0.078
H64 13.061 -0.877 3.567  0.121
H65 12.728 0.336 2.332  0.113
H66 13.918 0.376 0.300  0.106
H67 15.297 0.732 1.288  0.099
H68 16.269 -0.277 -0.887  0.064
H69 16.340 -1.531 0.360  0.079
H70 15.102 -1.456 -0.887  0.054
H71 13.612 -2.842 1.981  0.111
H72 14.084 -2.486 0.412  0.084
H73 11.819 -2.556 0.056  0.067
H74 12.108 -0.887 0.074  0.063
H75 11.441 -1.714 1.571  0.064

Cartesian forces, eV/Å:
C 0.1 -1.0 -0.3
C -0.2 1.2 -0.4
N 2.2 -1.0 1.8
C 1.4 -1.5 -1.1
C -1.6 0.9 0.3
C -0.5 0.4 -1.8
C -0.2 -0.8 0.8
H -0.2 -0.2 -0.5
H 0.0 0.3 0.4
H 0.0 0.1 0.0
H -0.2 0.5 0.0
H 0.0 -0.1 0.3
H 0.1 0.1 -0.2
H -0.5 0.5 0.3
H 0.5 -0.2 -0.4
H -0.2 -0.2 -0.4
H -0.2 0.3 0.2
H 0.3 0.2 -0.1
H -0.4 0.6 1.3
H -0.2 -0.1 0.3
H 0.1 -0.4 -0.5
H -0.6 0.3 0.0
C 2.2 -0.4 0.0
C -1.0 -0.5 0.8
N 0.5 -1.5 -0.5
C 0.6 1.1 -0.3
C -0.2 -0.6 0.6
C 2.2 2.0 -1.5
C -0.9 0.9 0.4
H -0.7 0.2 -0.1
H 0.3 0.3 0.3
H -0.8 -0.2 0.0
H 0.4 0.9 0.1
H -0.7 0.3 0.1
H -0.2 -0.3 -0.3
H 0.1 0.0 0.0
H -0.7 0.2 0.1
H -0.1 0.0 0.0
H -0.1 -0.2 0.5
H -0.7 -1.1 -0.9
H -0.3 -0.7 0.5
H 0.0 0.0 -0.1
H 0.0 -0.3 -0.1
H 0.2 0.2 0.4
C -0.1 0.8 0.5
C 0.7 -1.9 -0.9
N -0.3 1.3 -0.1
C -1.0 -0.3 0.3
C 0.7 0.3 0.2
C 0.4 0.3 -0.8
C -1.4 -0.1 0.8
H 0.2 0.2 0.3
H -0.6 0.5 -0.8
H -0.2 -0.3 0.6
H 0.3 0.0 -0.3
H -0.8 0.0 0.0
H 0.0 0.0 -0.1
H 0.4 -0.2 0.5
H 0.2 0.4 -0.2
H 0.2 -0.3 -0.6
H -0.1 -0.2 0.4
H 0.3 0.3 -0.5
H 0.5 -0.9 0.2
H 0.2 0.0 -0.6
H 0.6 0.4 0.6
H -0.1 -0.5 0.5
C 0.6 0.9 -0.1
C -0.5 0.0 -0.1
N 1.0 -1.1 -0.1
C -1.7 0.0 1.3
C 0.4 0.1 -1.6
C 0.7 0.7 -1.6
C 0.4 0.6 1.1
H 0.6 -0.4 0.3
H -0.5 -0.7 -0.2
H 0.3 0.4 0.0
H 0.2 -0.1 0.4
H -0.3 -0.5 0.0
H 0.8 0.2 -0.2
H -0.7 -0.3 0.4
H 0.3 0.0 0.1
H -0.2 0.1 0.2
H -0.1 -0.2 0.3
H -1.2 0.0 0.6
H 0.6 0.1 -0.2
H -0.1 0.6 -0.4
H -0.3 -0.4 -0.1
H -0.3 -0.1 0.0
C 0.9 0.9 0.8
C -0.4 -1.4 -0.3
N -0.8 -0.2 -0.7
C 2.0 0.6 -0.9
C -0.5 0.2 -0.1
C -0.8 -1.5 0.4
C 0.8 -0.2 0.4
H 0.0 0.3 0.4
H 0.2 -0.3 -0.4
H -0.2 0.3 -0.3
H -0.2 -0.4 -0.3
H -0.3 0.2 0.0
H -0.3 0.0 -0.2
H 0.2 0.1 -0.3
H 0.1 0.7 0.5
H 0.0 0.1 0.1
H -0.2 -0.2 0.2
H -0.7 -0.2 0.2
H 0.5 0.5 0.2
H 0.1 -0.3 0.3
H -0.2 0.3 0.4
H -0.2 0.4 -0.3

Properties
**SMILES**: CCN(CC)CC.CCN(CC)CC.CCN(CC)CC.CCN(CC)CC.CCN(CC)CC
**ΔE to the lowest compared entry with this formula, charge and spin**: 76.6 kcal per mole



Table of HOMO level (eV), in record order: -10.8; -9.3; -8.0
Table of LUMO level (eV), in record order: -2.549; -0.045; 0.626
Table of electronic energy (Eh), in record order: -1632.874446; -286.511896; -1461.597567